C29H50BrNOP2Sn as an isolated structure at a distorted geometry, computed with the ωB97M-V functional and the def2-TZVPD basis.

E_HOMO   -12.325 eV
HOMO-LUMO gap   5.8548 eV
Multiplicity   1
Charge   +2

Last column: Mulliken charge in e.
Element x y z (Å)
N 3.236 -2.366 4.598  -0.52
C 2.387 -3.238 4.054  -0.59
C 2.445 -3.580 2.699  -0.43
C 3.428 -2.981 1.879  0.72
C 4.283 -2.010 2.459  -0.16
C 4.168 -1.772 3.840  -0.62
C 3.512 -3.352 0.493  -0.65
Sn -0.184 -0.071 -0.269  0.20
P -1.755 0.955 -2.122  0.52
C 4.122 -2.606 -0.483  -0.67
C 3.381 -2.201 -1.644  0.99
C 3.731 -1.008 -2.312  -0.87
C 2.868 -0.452 -3.255  -0.22
C 1.713 -1.155 -3.615  0.05
C 1.358 -2.354 -2.996  -0.61
C 2.192 -2.889 -2.013  -0.62
Br 0.760 -0.597 -5.213  -0.12
H 2.989 -4.284 0.235  0.63
H 5.106 -2.144 -0.351  0.55
H 1.724 -4.274 2.272  0.42
H 5.007 -1.454 1.864  0.35
H 1.622 -3.691 4.684  0.41
H 4.839 -1.065 4.340  0.42
H 4.670 -0.512 -2.054  0.39
H 1.949 -3.838 -1.521  0.25
H 3.107 0.504 -3.710  0.52
H 0.442 -2.868 -3.280  0.53
P 0.558 1.848 1.505  0.99
C -2.393 -0.627 -2.849  -0.09
C -2.636 -0.675 -4.353  -1.01
H -3.317 -0.890 -2.298  0.40
H -1.661 -1.417 -2.602  0.14
H -3.072 -1.654 -4.609  0.43
H -3.310 0.110 -4.726  0.26
H -1.679 -0.609 -4.895  -0.05
C -0.492 1.792 -3.154  0.76
C -1.007 2.587 -4.353  -1.36
H 0.215 1.016 -3.494  -0.73
H 0.088 2.468 -2.505  0.29
H -0.158 2.831 -5.010  0.43
H -1.755 2.046 -4.956  0.24
H -1.447 3.546 -4.037  0.37
C -3.146 2.120 -1.900  -0.48
C -4.284 2.020 -2.911  -1.40
H -2.733 3.142 -1.887  0.54
H -3.543 1.930 -0.888  0.39
H -5.057 2.745 -2.626  0.44
H -3.972 2.255 -3.937  0.29
H -4.750 1.027 -2.906  0.33
C -0.694 2.620 2.614  -0.70
C -2.026 2.928 1.938  -1.05
H -0.235 3.544 3.005  0.54
H -0.853 1.953 3.475  0.17
H -2.715 3.361 2.677  0.47
H -1.903 3.653 1.122  0.33
H -2.494 2.018 1.533  -0.03
C 1.213 3.278 0.565  -0.52
C 2.436 2.962 -0.291  -1.15
H 1.453 4.048 1.314  0.54
H 0.394 3.673 -0.051  0.38
H 2.696 3.839 -0.895  0.41
H 3.297 2.722 0.341  0.35
H 2.269 2.122 -0.978  0.19
C 1.966 1.482 2.637  -0.77
C 1.630 0.715 3.910  -0.85
H 2.438 2.446 2.886  0.49
H 2.695 0.911 2.041  0.34
H 2.534 0.616 4.528  0.36
H 0.870 1.225 4.514  0.39
H 1.283 -0.304 3.691  -0.11
C -2.160 -0.988 3.692  -1.33
C -1.430 -1.392 2.437  0.36
O -1.915 -0.654 1.263  0.12
C -3.315 -0.959 1.012  -0.28
C -3.579 -2.431 0.800  -1.60
H -2.148 0.103 3.827  0.25
H -1.653 -1.443 4.550  0.44
H -3.195 -1.352 3.686  0.41
H -0.353 -1.180 2.519  -0.43
H -1.559 -2.462 2.231  0.43
H -3.885 -0.566 1.864  0.46
H -3.599 -0.370 0.133  0.17
H -3.636 -2.970 1.753  0.38
H -4.548 -2.539 0.304  0.47
H -2.829 -2.918 0.165  0.33

C14H19MnN9O4 as an isolated structure, computed with the ωB97M-V functional and the def2-TZVPD basis.

E_HOMO (spin up / spin down)   -8.416 / -8.522 eV
HOMO-LUMO gap (spin up / spin down)   8.1328 / 8.2355 eV
Multiplicity   6
Expectation value of S²   8.7545

Last column: Mulliken charge in e.
Element x y z (Å)
Mn 0.137 1.225 0.424  0.57
N -1.900 0.815 -0.673  -0.36
C -2.769 0.787 0.516  0.74
C -4.235 0.488 0.227  -0.88
C -4.497 -0.790 -0.580  -0.35
C -4.369 -2.135 0.157  -1.17
N -3.183 -2.327 0.996  -0.08
C -1.919 -2.360 0.579  0.59
N -1.611 -2.500 -0.719  -0.37
N -0.928 -2.293 1.455  -0.47
C -2.532 2.147 1.237  0.61
O -3.471 2.704 1.774  -0.69
O -1.306 2.519 1.181  -0.68
H -2.102 1.651 -1.215  0.23
H -2.023 0.021 -1.287  0.17
H -2.357 0.053 1.214  -0.17
H -4.640 1.335 -0.330  0.35
H -4.783 0.463 1.172  0.28
H -3.882 -0.787 -1.485  0.20
H -5.530 -0.764 -0.934  0.41
H -4.441 -2.959 -0.557  0.35
H -5.212 -2.247 0.836  0.48
H -3.308 -2.222 1.990  0.28
H -2.336 -2.548 -1.411  0.27
H -0.683 -2.201 -0.998  0.19
H -1.084 -1.858 2.358  0.28
H -0.012 -2.055 1.075  0.23
O 0.623 -0.491 -1.062  -0.47
N 1.854 -0.485 -1.448  -0.52
N 2.467 0.590 -1.179  1.13
O 1.926 1.611 -0.571  -0.92
C 3.854 0.699 -1.554  0.25
C 4.439 -0.249 -2.384  -0.29
C 5.777 -0.114 -2.710  -0.46
C 6.519 0.953 -2.219  -0.47
C 5.916 1.892 -1.398  -0.45
C 4.575 1.772 -1.061  -0.41
H 3.854 -1.072 -2.765  0.42
H 6.242 -0.846 -3.356  0.36
H 7.565 1.050 -2.480  0.38
H 6.485 2.726 -1.011  0.36
H 4.087 2.492 -0.423  0.42
N 3.071 2.555 4.871  -0.52
C 2.410 1.689 4.487  0.49
N 1.695 0.650 4.118  -0.63
C 1.099 0.404 3.048  0.62
N 0.516 0.015 2.091  -0.33

A 2-piece molecular cluster, CH5O3SSi overall at a distorted geometry, computed with the ωB97M-V functional and the def2-TZVPD basis.

E_HOMO   -2.699 eV
HOMO-LUMO gap   6.4737 eV
Multiplicity   1
Charge   -1

Last column: Mulliken charge in e.
Element x y z (Å)
C 0.530 1.555 -0.471  -0.52
O 4.911 -0.916 -0.270  -0.52
O 4.204 1.287 -0.945  -0.55
O 0.372 0.354 0.296  -0.30
Si 1.638 -0.738 0.616  0.21
S 4.347 0.354 0.213  0.40
H 1.478 2.056 -0.321  0.29
H -0.353 2.091 -0.015  0.19
H 0.433 1.199 -1.559  0.17
H 1.415 -1.622 -0.465  -0.19
H 1.325 -1.694 1.784  -0.18

Listing energy relative to the best compared isomer or geometry (same formula, charge and spin) for the structures above in their given order: 0.632 0.635 0.620 eV.